Density functional theory data (wB97M-V/def2-TZVPD) for a gas-phase ion, C4H12N2O (charge +2) in a non-equilibrium geometry.

SMILES = [NH3+]CC[C@@H]([NH3+])C=O
energy above the lowest of the compared OMol25 structures with the same formula, charge and spin = 0.837 eV
HOMO-LUMO gap = 10.628 eV
electronic energy = -343.691323 Eh
LUMO level = -7.663 eV
net charge = +2

Each line ends with the natural charge from an NBO analysis.
Atoms and positions in Å:
N -2.28463 -0.61104 1.27776  -0.667
C -0.78087 -0.40615 1.24690  -0.228
C -0.38223 0.30232 -0.04273  -0.459
C 1.01060 -0.09360 -0.55304  -0.138
N 1.01420 0.32125 -2.02877  -0.689
C 2.18609 0.60485 0.15983  0.369
O 3.24674 0.75329 -0.46798  -0.417
H -2.55287 -1.32899 0.63876  0.448
H -2.80869 0.28311 1.05532  0.458
H -2.60467 -0.84457 2.20973  0.467
H -0.47701 0.08649 2.18482  0.259
H -0.36734 -1.40121 1.40478  0.245
H -1.13403 0.01943 -0.75343  0.226
H -0.48736 1.37778 0.22617  0.263
H 1.18777 -1.18972 -0.57168  0.270
H 1.03455 1.36796 -2.12302  0.473
H 0.30321 -0.23045 -2.52480  0.455
H 1.81637 0.04737 -2.59594  0.476
H 2.08019 0.94186 1.25730  0.188


Density functional theory data (wB97M-V/def2-TZVPD) for 2 unconnected molecules or ions with the total composition C9H14N4O3PS in a non-equilibrium geometry.

HOMO-LUMO gap = 7.651 eV
electronic energy = -1535.287720 Eh
LUMO level = -4.987 eV
net charge = +1

Each line ends with the natural charge from an NBO analysis.
Atoms and positions in Å:
C 1.25942 3.78984 0.19634  -0.658
C 1.19895 2.38449 0.71046  0.064
C 2.11547 1.96378 1.67784  0.040
N 2.13263 0.74804 2.17469  -0.130
N 1.24336 -0.09629 1.70657  -0.068
C 1.33714 -1.45854 2.27681  -0.372
C 2.06789 -2.43181 1.34912  0.769
O 1.81846 -3.59073 1.33749  -0.463
O 3.10042 -1.88145 0.63829  -0.706
C 0.30355 0.17058 0.79199  -0.072
P -0.93063 -1.12682 0.29085  1.261
N -1.86106 -1.38511 1.51901  -1.284
C 0.25624 1.47050 0.26231  0.160
N -0.66706 1.83138 -0.72991  -0.513
C -1.87381 1.91994 -0.51922  0.213
S -3.40581 1.87713 -0.38689  0.241
H 0.37291 4.04178 -0.37300  0.252
H 1.38274 4.47052 1.03859  0.254
H 2.14122 3.91985 -0.43393  0.262
H 2.86758 2.64825 2.04558  0.244
H 0.34642 -1.81653 2.55516  0.291
H 1.93860 -1.38373 3.18106  0.287
H 2.79350 -1.38967 -0.13420  0.496
H -0.17285 -2.26949 -0.01629  -0.033
H -1.56720 -0.69964 -0.88470  0.044
H -2.84058 -1.21331 1.32666  0.401
C -2.45598 -2.06606 -3.76123  -0.251
O -2.28039 -0.90544 -2.93762  -0.751
H -1.52069 -2.61891 -3.74870  0.187
H -3.25263 -2.70353 -3.37475  0.176
H -2.68450 -1.77970 -4.78803  0.183
H -3.10653 -0.41227 -2.95555  0.473


Density functional theory data (wB97M-V/def2-TZVPD) for a molecular structure, C13H14CeIN3S in a non-equilibrium geometry.

energy above the lowest of the compared OMol25 structures with the same formula, charge and spin = 6.429 eV
HOMO-LUMO gap (spin up / spin down) = 3.468 / 3.470 eV
electronic energy = -1838.268028 Eh
LUMO level (spin up / spin down) = -11.834 / -11.832 eV
net charge = +2

Each line ends with the Mulliken charge.
Atoms and positions in Å:
C 0.19903 -4.07620 1.00767  -0.558
C -2.68016 -1.65202 -0.20638  -0.827
H 0.87383 -4.67317 0.33365  0.379
H -0.88856 -4.12961 0.90384  0.312
H 0.57049 -3.99210 2.02926  0.367
H -3.02239 -1.35157 -1.20433  0.456
H -2.77919 -2.70019 0.15435  0.292
H -3.17826 -1.04648 0.58712  0.466
C 2.82707 -0.47022 -0.70383  -0.094
C 3.80423 0.42234 -1.15908  -0.794
C 3.41993 1.73649 -1.46154  -0.413
C 2.09602 2.11308 -1.23387  -0.851
H 3.11312 -1.49395 -0.47060  0.400
H 4.83829 0.09771 -1.28830  0.396
H 4.11220 2.46464 -1.86562  0.468
H 1.75130 3.12007 -1.41609  0.349
N 1.52760 -0.15793 -0.52189  0.074
C 1.17280 1.13835 -0.75750  0.648
C -0.22835 1.56079 -0.46085  0.734
N -1.12846 0.59553 -0.06551  0.024
C -2.34122 1.08021 0.30682  0.435
C -1.94316 3.32003 -0.18318  -0.552
C -2.82182 2.36517 0.23937  -1.069
H -3.08805 0.38486 0.68281  0.116
H -3.85742 2.50353 0.55193  0.458
C -0.64616 2.91736 -0.51262  -0.659
H 0.10344 3.64354 -0.80489  0.271
H -2.24462 4.34388 -0.24208  0.484
Ce -0.51245 -1.99137 0.12169  0.910
I -0.10346 -2.96220 -2.70051  -0.094
S 0.83666 -0.40504 4.65467  -0.146
C 0.31670 -1.11063 3.35847  0.666
N -0.09901 -1.59491 2.32702  -0.648


Density functional theory data (wB97M-V/def2-TZVPD) for a molecular structure, C35H52ClPSm in a non-equilibrium geometry.

HOMO-LUMO gap (spin up / spin down) = 5.109 / 5.229 eV
electronic energy = -2824.107435 Eh
multiplicity = 6
LUMO level (spin up / spin down) = 2.298 / 2.298 eV
net charge = -1

Each line ends with the Löwdin spin population.
Atoms and positions in Å:
Sm -0.21835 -0.54853 1.43126  5.056
Cl -1.85716 -0.89661 3.06040  -0.001
P 0.54612 0.43039 -0.57086  0.010
C 0.92307 -1.95830 1.21764  -0.066
H 1.89495 -2.09210 1.70386  -0.004
H 0.58761 -2.80632 0.60817  -0.004
C -0.93380 1.41959 -1.10476  0.007
C 0.82859 -0.90045 -1.84292  0.003
C -0.76802 2.46557 -2.21836  0.002
H -1.60179 0.61977 -1.45631  0.000
C -2.13614 3.05185 -2.60139  0.001
H -0.12039 3.27928 -1.86761  0.000
H -0.28816 2.02826 -3.09797  0.000
C -2.83582 3.67212 -1.38568  0.000
H -2.00820 3.80014 -3.39283  0.000
H -2.76450 2.25118 -3.01499  0.000
C -2.97448 2.65122 -0.24966  -0.001
H -2.24780 4.53159 -1.03220  0.000
H -3.82163 4.05781 -1.67059  0.000
C -1.61472 2.05057 0.12738  -0.003
H -3.43130 3.11473 0.63217  0.000
H -3.63878 1.83571 -0.56417  0.000
H -0.96801 2.82827 0.55510  0.000
H -1.77607 1.29067 0.90945  -0.002
C 2.07967 1.49955 -0.63637  -0.003
C 2.22610 -1.53255 -1.72128  -0.002
H 0.10026 -1.64570 -1.49823  0.000
C 2.29605 -2.81796 -2.55735  0.000
H 3.00189 -0.83909 -2.06849  0.000
H 2.44479 -1.75580 -0.66912  -0.001
C 1.93603 -2.53853 -4.02224  0.000
H 3.29908 -3.25525 -2.48550  0.000
H 1.59239 -3.55234 -2.14290  0.000
C 0.55215 -1.88732 -4.13498  0.000
H 2.69046 -1.86712 -4.45801  0.000
H 1.96520 -3.46781 -4.60323  0.000
C 0.46443 -0.59532 -3.30612  0.000
H 0.31604 -1.66963 -5.18348  0.000
H -0.21010 -2.58994 -3.77221  0.000
H 1.13345 0.15896 -3.73696  0.000
H -0.55408 -0.19814 -3.36088  0.000
C 1.98699 2.77616 0.22007  0.000
H 2.84416 0.84707 -0.18449  0.000
C 3.34563 3.48696 0.30154  0.000
H 1.24844 3.45427 -0.22581  0.000
H 1.64205 2.54454 1.22760  0.000
C 3.88976 3.82363 -1.09053  0.000
H 3.24912 4.39585 0.90697  0.000
H 4.05736 2.83138 0.82333  0.000
C 3.94876 2.56854 -1.96752  0.000
H 3.23134 4.56447 -1.56635  0.000
H 4.88179 4.28349 -1.01233  0.000
C 2.57957 1.87649 -2.04784  -0.001
H 4.29024 2.82254 -2.97815  0.000
H 4.68299 1.86454 -1.55018  0.000
H 1.86151 2.55402 -2.52062  0.000
H 2.65389 0.99476 -2.68574  0.000
C 0.58856 1.14049 3.00811  0.012
C 1.66030 0.31868 2.72245  0.003
H 0.33165 1.93693 2.31406  0.001
C 2.24826 -0.58469 3.77590  0.000
H 2.28481 0.53049 1.85980  0.002
C 1.27693 -0.83263 4.93278  0.000
H 2.57932 -1.53344 3.33593  0.000
H 3.16519 -0.10278 4.15255  0.000
C 0.76048 0.50629 5.46926  0.000
H 0.43260 -1.43273 4.57524  0.000
H 1.78012 -1.39713 5.72573  0.000
C -0.00587 1.28672 4.38725  0.003
H 0.10942 0.34923 6.33561  0.000
H 1.61739 1.10083 5.81563  0.000
H -1.05534 0.97908 4.37019  0.001
H 0.00442 2.36089 4.62070  0.001
C -5.86232 -2.64367 0.19184  0.000
C -5.10620 -1.47083 0.13678  0.000
C -3.72763 -1.50385 0.36574  0.000
C -3.08768 -2.71072 0.66672  -0.001
C -1.71173 -2.74346 0.99707  -0.011
C -1.21095 -4.01329 1.44930  -0.002
C -1.97081 -5.17235 1.44598  0.000
C -3.29748 -5.12730 1.07636  0.000
C -3.87509 -3.90450 0.71787  0.000
C -5.24876 -3.86020 0.47247  0.000
H -6.93164 -2.61582 0.03385  0.000
H -5.59737 -0.53078 -0.06915  0.000
H -3.16143 -0.58190 0.33771  0.000
H -0.22135 -4.15326 1.86062  -0.001
H -1.53732 -6.10687 1.78654  0.000
H -3.88331 -6.03795 1.12664  0.000
H -5.84984 -4.76061 0.53472  0.000


Density functional theory data (wB97M-V/def2-TZVPD) for a single C2H5F2NO2S molecule in a non-equilibrium geometry.

HOMO-LUMO gap (spin up / spin down) = 5.676 / 7.870 eV
electronic energy = -882.110449 Eh
multiplicity = 3
LUMO level (spin up / spin down) = 0.555 / -3.706 eV

Each line ends with the Löwdin spin population.
Atoms and positions in Å:
C -0.70013 -1.72299 0.27268  0.069
C 0.25537 -0.71550 -0.30931  0.613
N -1.48577 1.23483 -1.75122  0.234
O 0.35084 2.04309 -0.43034  0.200
O -1.60513 1.12107 0.80193  0.205
F 0.47712 -0.98911 -1.66554  0.096
F 1.41367 -0.64534 0.44861  0.119
S -0.68926 1.13741 -0.27064  0.420
H -0.06698 -2.51649 0.62094  0.014
H -1.38694 -1.28496 1.07831  0.007
H -1.37035 -2.01523 -0.45701  0.002
H -2.01575 0.37029 -1.80945  0.007
H -0.91495 1.35041 -2.57728  0.014


Density functional theory data (wB97M-V/def2-TZVPD) for 2 unconnected molecules or ions with the total composition CH7N3O in a non-equilibrium geometry.

SMILES = N=C(N)N.O
energy above the lowest of the compared OMol25 structures with the same formula, charge and spin = 0.890 eV
HOMO-LUMO gap = 10.124 eV
electronic energy = -281.817143 Eh
LUMO level = 0.780 eV

Each line ends with the natural charge from an NBO analysis.
Atoms and positions in Å:
N 0.16135 0.41283 1.03293  -0.820
C -0.00605 0.73927 -0.19597  0.604
N -0.27670 2.03164 -0.62410  -0.843
N -0.08019 -0.20695 -1.21613  -0.871
H 0.43616 1.22816 1.54920  0.349
H -0.65942 2.59046 0.11565  0.395
H -0.57398 2.17016 -1.57124  0.396
H 0.50340 -0.01224 -2.00763  0.389
H -0.20818 -1.15990 -0.91650  0.418
O 0.28573 -2.52787 0.91203  -0.972
H 0.43827 -1.56528 0.95018  0.492
H -0.57322 -2.56634 1.35498  0.462


- What is the formula in the fourth record?
  C35H52ClPSm